{"formula": "C24H80ClN6O14V", "method": "ωB97M-V with the def2-TZVPD basis set", "charge": 1, "e_homo_ev": [-11.24, -11.24], "s2": 0.76, "multiplicity": 2, "e_tot_ev": -101997.600, "homo_lumo_gap_ev": [9.56, 9.59], "symbols": ["V", "Cl", "O", "O", "O", "O", "O", "O", "O", "O", "O", "O", "O", "O", "O", "O", "N", "N", "N", "N", "N", "N", "C", "C", "C", "C", "C", "C", "C", "C", "C", "C", "C", "C", "C", "C", "C", "C", "C", "C", "C", "C", "C", "C", "C", "C", "H", "H", "H", "H", "H", "H", "H", "H", "H", "H", "H", "H", "H", "H", "H", "H", "H", "H", "H", "H", "H", "H", "H", "H", "H", "H", "H", "H", "H", "H", "H", "H", "H", "H", "H", "H", "H", "H", "H", "H", "H", "H", "H", "H", "H", "H", "H", "H", "H", "H", "H", "H", "H", "H", "H", "H", "H", "H", "H", "H", "H", "H", "H", "H", "H", "H", "H", "H", "H", "H", "H", "H", "H", "H", "H", "H", "H", "H", "H", "H"], "positions_angstrom": [[-2.9129, -0.1412, -1.5180], [-2.9979, 0.9589, 0.5725], [-1.0589, -0.4936, -1.1852], [-1.1077, -0.1050, 5.2026], [1.5818, -1.5855, -0.3080], [0.1830, 1.9216, -0.6741], [-2.9173, -1.7484, -2.7023], [-0.0331, 6.3602, -1.1024], [0.2957, -0.7167, -5.2056], [-3.3826, 0.9615, -2.5413], [-2.7478, -4.9239, -2.8552], [-0.3372, -2.5669, -3.1812], [1.4799, 2.1207, 2.1700], [7.3879, 1.6326, 5.1773], [-4.7877, -0.4878, -4.4759], [-4.6283, -0.9816, -0.6934], [-0.0309, -0.3099, 1.7486], [-0.2848, -3.4590, -6.0639], [4.6698, 2.0425, 2.7568], [-3.7020, -3.4989, 0.3144], [-2.5476, 2.7052, 3.2245], [-0.6642, 3.7216, 1.3224], [6.3834, 2.2670, 4.4840], [6.7353, 0.7455, 2.4669], [-1.6320, 2.0564, 4.1792], [-1.7192, -5.1653, 0.1819], [-1.5680, -1.4007, 5.4273], [7.0937, 1.3560, 6.5287], [-0.7235, 6.1884, 1.7333], [0.4699, -2.7046, 2.2858], [-3.2730, -5.6962, -3.9447], [-3.4932, -5.0290, -1.6724], [-0.1601, 0.4924, -4.7209], [0.7780, 6.5795, -2.2521], [-0.7339, 5.0820, 0.6974], [0.3279, -2.3477, -6.8657], [0.2066, -2.5935, -8.3344], [2.3274, -1.0752, -1.4423], [-1.3266, 2.9374, 5.3848], [-2.7217, -4.2721, -0.5631], [2.1161, -1.1199, 0.9532], [1.0492, -1.2825, 2.0263], [-0.3192, -1.0808, -6.4708], [5.7060, 1.3186, 3.5179], [-2.1601, 0.7331, 4.6814], [0.2614, 5.1431, -0.4175], [6.8409, 1.5310, 1.6954], [0.8748, 1.3059, 2.1983], [-2.1829, 3.3277, 5.9314], [0.3383, -4.3151, -6.3239], [-0.0858, -0.3563, -7.2150], [0.0546, -2.1169, -3.9839], [-3.2207, 3.2678, 3.7420], [6.7908, 3.1809, 4.0192], [1.2386, 5.1528, 0.0119], [6.3047, 0.5401, 6.5450], [-1.8745, -1.8830, 4.5380], [-0.4416, -3.4486, -3.4778], [0.2997, 6.1731, 2.1687], [-3.4037, -6.7512, -3.5995], [0.4354, 5.9122, -3.0349], [-2.4291, -5.7076, -4.6407], [0.5540, 1.4947, 0.1203], [-0.6955, 3.7929, 5.2365], [-1.7012, 5.0513, 0.1919], [3.3927, -1.2774, -1.2694], [6.3780, -0.1755, 1.9283], [-0.4780, 1.1895, -0.8766], [-0.7692, -1.9443, 5.9675], [-2.1740, -3.5129, -1.0936], [-1.4367, -1.1355, -6.3862], [-2.2945, -5.9465, 0.8467], [2.3969, -0.0340, 0.8008], [-4.1507, -5.2303, -4.3713], [-0.8378, -2.6198, -8.6701], [1.5642, -0.8334, 2.9654], [6.7191, 2.1695, 7.0745], [-0.8402, 2.3193, 6.1690], [-0.6172, -1.2163, -1.6094], [-4.8875, -0.5009, 0.1112], [-4.4525, -4.0921, 0.5081], [-3.2685, -3.0814, 1.1609], [1.8988, -1.6029, -2.2949], [0.7113, -1.8259, -8.9257], [5.2260, 0.5574, 4.0903], [5.1600, 2.8201, 2.3506], [0.2679, -3.1813, 1.3425], [3.0074, -1.6620, 1.1500], [-1.0183, -5.7313, -0.4949], [0.3992, 0.7137, -3.7972], [-1.2732, 0.4834, -4.6440], [-0.5681, 3.0148, 0.5552], [-3.6390, -6.0626, -1.2584], [-5.7042, -0.2462, -4.4465], [5.6431, 2.6760, 5.1674], [-2.3593, -1.3603, 6.1091], [-2.9311, 0.8116, 5.5045], [1.4175, -2.3389, -6.5699], [-3.0091, 2.0711, 2.6332], [-1.1839, -3.6585, -6.5061], [4.4374, 1.4233, 1.9846], [-2.0596, -2.0835, -2.9964], [0.2339, 3.6575, 1.8579], [-1.4632, 3.3853, 2.0052], [-2.4783, 0.1658, 3.8049], [8.0065, 0.9385, 6.9324], [-1.5556, 6.0300, 2.3956], [1.8157, 6.4510, -1.9979], [-1.2592, -4.5925, 0.9432], [-0.4645, -2.6557, 2.8912], [1.1699, -3.3452, 2.7957], [-0.7092, 1.8248, 3.7404], [0.0986, 1.3215, -5.3829], [2.2240, -0.0354, -1.7059], [7.6936, 0.4945, 2.9419], [-0.8532, 7.1825, 1.3461], [0.7555, 7.6405, -2.5088], [-4.5277, -1.9692, -0.4193], [-3.4907, -1.8584, -3.4692], [0.6527, -3.5359, -8.6272], [-0.3848, -0.3384, 0.7630], [2.3799, 1.8613, 2.3712], [0.2079, 4.3431, -1.1409], [-0.8146, -0.3380, 2.3712], [-4.2212, 0.2876, -4.2110], [-4.4613, -4.5019, -1.8755]]}